{"formula": "C56H84F3O41", "method": "ωB97M-V/def2-TZVPD", "homo_energy_ev": -6.434, "relative_energy_kj_mol": 127.57, "e_tot_ev": -151541.14823, "total_charge": -1, "spin_multiplicity": 1, "symbols": ["C", "O", "O", "C", "F", "F", "F", "C", "C", "H", "H", "H", "H", "H", "H", "C", "C", "C", "O", "C", "O", "O", "H", "H", "H", "H", "H", "H", "C", "C", "C", "O", "C", "O", "O", "H", "H", "H", "H", "H", "H", "C", "C", "C", "O", "C", "O", "O", "H", "H", "H", "H", "H", "H", "C", "C", "C", "O", "C", "O", "O", "H", "H", "H", "H", "H", "H", "C", "C", "C", "O", "C", "O", "O", "H", "H", "H", "H", "H", "H", "C", "C", "C", "O", "C", "O", "O", "H", "H", "H", "H", "H", "H", "C", "C", "C", "O", "C", "O", "O", "H", "H", "H", "H", "H", "H", "C", "C", "C", "O", "C", "O", "O", "H", "H", "H", "H", "H", "H", "C", "C", "C", "O", "C", "O", "O", "H", "H", "H", "H", "H", "H", "C", "C", "C", "O", "C", "O", "O", "H", "H", "H", "H", "H", "H", "C", "C", "C", "O", "C", "O", "O", "H", "H", "H", "H", "H", "H", "C", "C", "C", "O", "C", "O", "O", "H", "H", "H", "H", "H", "H", "C", "C", "C", "O", "C", "O", "O", "H", "H", "H", "H", "H", "H"], "coordinates": [[1.5149, -0.1065, 0.6481], [0.8007, 0.3851, -0.4671], [1.0379, -1.2727, 1.1071], [3.0129, 0.0211, 0.2331], [3.3356, 1.2980, -0.0968], [3.8992, -0.2722, 1.2554], [3.3982, -0.7795, -0.7889], [-0.5701, 0.6491, -0.2486], [-1.0266, 1.2853, -1.5589], [-2.0986, 1.3537, -1.7378], [-0.6321, 2.3042, -1.6235], [-0.6049, 0.7065, -2.3810], [-0.8280, 1.2207, 0.6444], [-1.1158, -0.2970, -0.1863], [1.4770, 0.6351, 1.4686], [-1.6436, 3.4625, -4.7614], [-2.8555, 3.3445, -5.6272], [-4.1854, 3.2347, -4.8273], [-4.9453, 4.2864, -5.4122], [-4.2309, 5.0532, -6.2178], [-4.6247, 6.0436, -6.7666], [-3.0060, 4.5457, -6.3840], [-1.7096, 2.8538, -3.8588], [-1.4288, 4.4835, -4.4407], [-0.7688, 3.1924, -5.3609], [-2.8243, 2.4885, -6.3056], [-4.0046, 3.4256, -3.7681], [-4.6557, 2.2592, -4.9195], [-6.5989, 1.4424, -0.9975], [-5.4578, 1.0451, -0.0644], [-4.4573, 2.1785, 0.1452], [-4.1028, 2.0207, 1.5101], [-5.1231, 1.4168, 2.1316], [-5.1795, 1.3026, 3.3244], [-6.0404, 0.9773, 1.2714], [-6.2043, 1.6962, -1.9854], [-7.0935, 2.2966, -0.5446], [-7.2432, 0.5869, -1.1951], [-4.9934, 0.0980, -0.3182], [-4.8528, 3.1585, -0.1362], [-3.6078, 2.0904, -0.5309], [-0.7467, 3.9944, 1.3635], [-1.3506, 5.0402, 0.4531], [-0.5193, 5.4004, -0.7754], [-1.5046, 5.4251, -1.8074], [-2.6937, 4.9424, -1.3494], [-3.6776, 4.9852, -2.0195], [-2.5144, 4.4332, -0.1285], [0.0584, 4.4181, 1.9738], [-0.2441, 3.2749, 0.7140], [-1.4304, 3.5501, 2.0828], [-1.6366, 5.9141, 1.0425], [0.2766, 4.6782, -0.9651], [-0.1208, 6.4121, -0.7218], [6.2202, 0.5341, 3.8228], [7.0189, 1.0382, 2.6255], [7.0950, 0.0210, 1.5066], [6.9506, 0.8189, 0.3087], [6.5132, 2.0488, 0.6553], [6.2477, 2.9330, -0.1034], [6.3719, 2.1280, 1.9762], [5.3097, 0.0169, 3.5224], [5.8994, 1.3879, 4.4202], [6.8786, -0.1207, 4.3920], [8.0110, 1.4159, 2.8856], [6.3008, -0.7232, 1.5667], [8.0536, -0.4915, 1.4515], [3.2500, 3.0667, 2.4541], [3.6234, 4.3194, 1.6867], [3.0444, 4.3292, 0.2549], [2.5827, 5.6528, 0.1319], [2.4544, 6.2511, 1.2982], [1.9928, 7.3375, 1.4675], [2.9447, 5.4370, 2.2868], [3.6176, 2.1719, 1.9477], [2.1715, 2.9401, 2.5621], [3.6895, 3.0044, 3.4510], [4.7024, 4.4312, 1.5707], [2.2290, 3.6095, 0.1287], [3.7997, 4.1130, -0.4982], [-6.1600, -4.9985, 1.1616], [-4.7827, -4.4284, 1.3204], [-3.8068, -4.6932, 0.1468], [-3.1800, -3.4533, -0.0139], [-3.7327, -2.4937, 0.7341], [-3.4090, -1.3522, 0.7036], [-4.8144, -2.9904, 1.3853], [-6.1530, -6.0844, 1.0459], [-6.6670, -4.6196, 0.2692], [-6.8427, -4.7758, 1.9813], [-4.3604, -4.7878, 2.2618], [-4.4365, -4.9917, -0.6970], [-3.1306, -5.5048, 0.4041], [2.5795, 0.3645, 4.6652], [1.8002, -0.9397, 4.5143], [2.7116, -1.9891, 3.8395], [2.8698, -2.9630, 4.8807], [2.0953, -2.6575, 5.9299], [2.0738, -3.2743, 6.9521], [1.3481, -1.5624, 5.7055], [2.8630, 0.7466, 3.6845], [3.4912, 0.1998, 5.2471], [2.0040, 1.1304, 5.1897], [0.9422, -0.8157, 3.8523], [3.6551, -1.5721, 3.4944], [2.1664, -2.3587, 2.9682], [1.8254, 2.3100, -3.2335], [2.5526, 3.5291, -3.7966], [2.1534, 3.9622, -5.2299], [1.4768, 5.2137, -5.1210], [1.5752, 5.6235, -3.8386], [1.3486, 6.7208, -3.4392], [1.9739, 4.6128, -3.0529], [2.2541, 1.3345, -3.4968], [0.8425, 2.1790, -3.6886], [1.8571, 2.3769, -2.1495], [3.6195, 3.5754, -3.5693], [1.4942, 3.1875, -5.6181], [3.0707, 4.0417, -5.8118], [1.6403, -6.1124, 0.9608], [1.0420, -4.9341, 1.7249], [-0.3319, -4.3802, 1.2775], [-1.0712, -4.2805, 2.4782], [-0.3676, -4.7951, 3.5296], [-0.7517, -4.7964, 4.6472], [0.7578, -5.3412, 3.0696], [1.9199, -5.7379, -0.0268], [0.9622, -6.9496, 0.8154], [2.5727, -6.3472, 1.4721], [1.7582, -4.1131, 1.7825], [-0.7251, -5.0616, 0.5158], [-0.2553, -3.3845, 0.8406], [4.6461, -3.7461, 1.5640], [4.7785, -4.0525, 0.0845], [5.6300, -2.9872, -0.6249], [6.6504, -3.7911, -1.2014], [6.4376, -5.1055, -0.9997], [6.9947, -5.9726, -1.5877], [5.4633, -5.2786, -0.0915], [4.2166, -2.7512, 1.7044], [5.6309, -3.8093, 2.0321], [3.9385, -4.3532, 2.1321], [3.7446, -4.0776, -0.2636], [6.0355, -2.2335, 0.0484], [5.0154, -2.4814, -1.3680], [-6.2958, -2.1830, -1.6265], [-5.1207, -2.2870, -2.5823], [-5.4755, -2.3441, -4.0698], [-4.6969, -1.2905, -4.6322], [-4.0346, -0.6207, -3.6693], [-3.2808, 0.2743, -3.8763], [-4.3566, -1.1018, -2.4509], [-6.0113, -1.8349, -0.6366], [-6.8160, -3.1416, -1.5674], [-7.0394, -1.4826, -2.0160], [-4.6138, -3.2287, -2.3517], [-6.5442, -2.2215, -4.2429], [-5.1425, -3.3082, -4.4495], [0.7742, -1.7565, -4.1955], [1.3276, -2.1158, -2.8217], [0.5096, -3.1188, -1.9998], [1.2374, -4.3300, -2.0174], [2.4321, -4.1405, -2.6112], [3.2486, -4.9958, -2.7668], [2.5380, -2.8725, -3.0257], [1.5480, -1.7238, -4.9678], [0.3189, -0.7659, -4.2130], [0.1022, -2.5096, -4.6160], [1.4475, -1.2036, -2.2407], [-0.4479, -3.3523, -2.4676], [0.4067, -2.7128, -0.9908], [-3.4002, -1.5623, 4.6321], [-1.9819, -1.0137, 4.4569], [-1.7684, -0.2868, 3.1163], [-0.8873, 0.7513, 3.5656], [-1.0962, 1.0280, 4.8559], [-0.6936, 1.9750, 5.4501], [-1.7948, 0.0029, 5.4115], [-4.0648, -0.7245, 4.4219], [-3.4715, -1.8487, 5.6827], [-3.6191, -2.4423, 4.0305], [-1.2702, -1.8459, 4.4878], [-2.7222, 0.0648, 2.7174], [-1.3761, -0.9127, 2.3165]], "forces_ev_per_a": [[-0.9381, -1.1499, 1.9187], [0.5915, 0.8470, -0.3975], [1.2104, 0.1500, -0.6974], [0.5658, -0.3444, -0.1247], [-0.1880, -0.4274, -0.3528], [-0.8186, -0.0701, -0.2234], [-0.2224, 0.2960, 0.1612], [-0.9684, -1.0680, -1.2622], [0.2197, 0.7273, 0.2007], [-0.0649, -0.2571, 0.3333], [0.0579, 0.0089, -0.1551], [-0.0113, 0.0043, -0.0343], [0.4655, 0.1858, 0.0758], [0.0988, -0.1260, 0.4148], [-0.1017, 0.6338, 0.0372], [1.1341, -0.0082, -0.0584], [-0.8597, -0.4373, 0.6005], [1.1683, 0.4668, -0.1403], [-1.4809, -0.4475, 0.8738], [0.0447, 0.8116, -0.9096], [0.0650, -0.4561, 0.3704], [0.3972, -0.1970, -0.2513], [0.0431, -0.2409, -0.1808], [-0.5162, 0.1053, 0.0054], [0.0437, -0.2488, 0.2626], [0.3579, 0.1919, -0.1363], [-0.2191, 0.2573, -0.0611], [-0.2469, 0.1750, -0.3395], [0.9199, -0.6424, -0.2954], [-1.1152, 1.2882, -0.1029], [0.2095, -0.5994, -1.4632], [0.3350, 0.6183, -0.4127], [0.1249, -0.0733, 1.5621], [-0.1207, -0.0580, -0.4846], [0.1714, -0.6133, -0.4686], [0.1218, 0.3123, 0.1023], [-0.3354, -0.0717, -0.2313], [-0.3853, 0.2007, 0.3988], [0.1061, 0.0131, 0.1550], [-0.3506, 0.0727, 0.7629], [0.3205, -0.3430, 0.4844], [1.1770, 0.3995, -0.0677], [0.4467, -0.6848, 0.9938], [-0.2453, 0.6281, 0.4292], [-0.3739, -0.1310, -0.2939], [1.5110, 0.4876, -0.8395], [-0.5074, -0.5578, 0.3569], [-1.0887, 0.3352, 0.0483], [-0.0577, 0.2504, -0.0755], [-0.3003, -0.4405, 0.2673], [-0.2606, -0.1373, -0.3327], [-0.2608, 0.0809, -0.2709], [-0.1460, 0.0065, -0.2954], [0.3204, -0.1866, 0.0791], [0.3387, 0.7026, -0.3152], [-0.2978, -0.3760, 0.1382], [0.4459, -0.1437, -0.6025], [0.1073, -0.1276, 0.1862], [-0.3756, -0.1703, -0.5619], [0.1097, -0.2654, 0.0593], [-0.4089, 0.7139, 0.6276], [0.1626, -0.1090, -0.1629], [0.2115, -0.0805, 0.2317], [-0.2279, -0.0616, 0.2150], [-0.0150, -0.2264, 0.3053], [-0.1249, 0.1821, -0.1126], [0.0083, 0.0107, -0.0059], [0.3868, -0.5353, 0.1819], [-0.9233, -1.0896, -0.5362], [0.3604, -0.7321, 0.5298], [-0.4232, 0.3226, -1.6031], [0.4048, -0.0395, 1.2504], [-0.0600, -0.2507, 0.0923], [0.3395, 0.6397, -0.3068], [0.0400, 0.2631, -0.1341], [-0.0569, 0.2676, -0.0955], [0.0020, 0.4148, 0.0351], [0.0193, 0.4594, 0.6463], [-0.1290, 0.1824, 0.0739], [0.0106, 0.1788, 0.0121], [-0.9216, -0.0660, -0.5304], [0.2790, -0.2140, 0.4894], [-1.6855, -0.5595, 1.1758], [1.3183, -0.1975, -0.8192], [-1.2249, -0.0172, -0.1972], [0.1120, 0.0695, 0.2497], [0.3705, 0.0382, 0.1274], [0.3159, -0.0127, 0.1290], [0.2377, 0.1285, -0.0769], [0.3299, 0.0970, 0.2331], [0.1385, 0.1124, -0.0051], [0.4621, 0.2918, -0.4640], [0.3515, 0.2491, -0.1842], [-0.4982, -0.0146, 0.9608], [0.4902, 0.5037, -1.7988], [-1.2550, 0.1819, 0.2533], [0.5402, -0.0786, -0.6582], [-0.1548, -0.3690, 1.0622], [0.0280, 0.0053, -0.3166], [0.4728, 0.2989, 0.0216], [-0.1335, -0.1634, -0.0466], [0.0233, -0.0960, -0.0266], [-0.0788, 0.0053, -0.1265], [-0.0023, 0.3032, 0.1966], [0.1770, -0.1820, 0.3698], [0.2571, -0.4350, 0.0768], [0.8722, -0.9143, -0.8868], [-1.4568, 0.3839, 0.4543], [0.6885, -1.1124, 0.2636], [0.5525, -0.4273, -0.0907], [0.0508, 0.4339, 0.4742], [-0.3134, -0.1334, -0.2626], [0.2471, 0.5961, 0.6989], [0.6572, 0.2688, 0.0543], [-0.3314, 0.7170, 0.5364], [-0.4732, -0.1104, 0.0160], [-0.0180, -0.3495, -0.3177], [-0.0838, 0.3029, -0.4318], [-0.3116, 0.2673, -0.4325], [0.1213, 1.3839, -0.1340], [-0.4290, -0.0294, -0.1404], [1.2518, 0.0346, -0.7410], [-0.6667, 0.0300, 0.1773], [-0.1689, -0.2067, -1.0729], [-0.1639, 0.0726, 0.4830], [0.5685, -0.1889, 0.6607], [-0.0183, -0.1183, -0.0689], [0.0291, -0.0930, 0.3522], [-0.1137, -0.5668, -0.0423], [0.0544, -0.0243, -0.0801], [-0.6681, -0.0851, 0.4012], [0.1310, 0.0251, 0.1385], [-0.0170, 0.2678, 0.5155], [-0.8945, 0.9980, 1.9314], [-0.7453, -0.8311, -0.0135], [0.6030, 0.6336, -0.5981], [-0.4424, 0.0914, -0.5678], [0.4061, -0.1291, 0.3219], [-0.3174, -0.1692, -0.2743], [0.3464, 0.1846, -0.2921], [-0.0620, 0.1102, 0.1618], [0.2516, -0.5395, -0.2829], [0.2505, -0.4267, -0.7227], [0.2284, -0.2137, 0.0214], [0.4016, -0.0514, -0.3253], [-0.6534, 0.0598, -0.5946], [-1.3117, -0.4568, 0.6310], [0.1815, -0.2375, 0.4814], [-0.2242, -0.1617, -0.3724], [0.0231, -0.0804, 0.0170], [-0.0880, 0.1463, 0.0343], [0.7556, -0.1507, -0.1360], [0.1346, -0.2378, 0.0488], [0.1336, -0.0480, 0.1854], [0.1140, 0.1175, -0.0014], [0.8938, 0.5867, 0.2850], [0.0790, 0.2940, -0.2429], [-0.0700, 0.1614, -0.4644], [0.0763, -0.0677, -0.7289], [-0.5103, -0.5569, -0.7493], [-0.8138, 0.7146, -0.0829], [0.3903, -0.4072, 0.2670], [-0.2338, -0.0374, -0.1561], [0.0341, 0.2054, 0.1363], [0.8100, 0.5722, 0.1010], [0.4012, 0.1495, 0.4188], [-0.3238, -0.1557, 0.1531], [-0.3283, 0.0753, 0.3884], [0.7181, -0.1667, 0.0863], [-0.1567, 0.3047, 0.2201], [-0.0884, -0.3224, 0.0932], [0.7186, 0.5168, 0.5178], [-1.2217, -1.3649, -1.8141], [-0.6759, -0.7236, 0.8817], [0.2308, 0.8863, -1.5402], [-0.2808, -1.0624, 0.4231], [0.0757, 0.1896, -0.1142], [0.5313, 0.5365, 0.4952], [-0.3763, -0.2775, 0.0159], [-0.2908, -0.0427, -0.0318], [0.1109, 0.1173, -0.2272], [0.3210, 0.3293, 0.7884], [0.1458, 0.7634, 0.2645], [0.8535, 0.2044, 0.2593]]}